# 1
A single C3H6O2S molecule, computed with ωB97M-V with the def2-TZVPD basis set.

Structure (XYZ):
```
12
Properties=species:S:1:pos:R:3:forces:R:3
S 0.666 0.885 -0.011 0.08 -0.50 -0.22
O -3.024 -0.541 0.001 1.92 1.52 -0.17
O -2.095 1.512 -0.013 -3.95 -2.02 -0.14
C -2.025 0.165 -0.025 -1.50 -1.03 0.21
C 2.117 -0.179 -0.015 0.30 -1.64 0.61
C -0.623 -0.423 -0.020 0.40 0.43 0.62
H -0.516 -1.002 0.912 -0.12 0.03 -0.46
H 2.119 -0.816 0.947 0.07 0.94 -1.51
H 2.121 -0.884 -0.915 0.09 1.10 1.18
H 3.016 0.465 0.003 -0.51 -0.40 -0.16
H -1.270 1.885 0.018 3.32 1.69 0.08
H -0.486 -1.067 -0.883 -0.10 -0.12 -0.03
```
Positions in Å, forces in eV/Å.

Computed properties:
electronic energy = -18138.294 eV
maximum force = 0.086 Eh/bohr
molecular weight = 106.1 g/mol
frontier orbital gap = 0.368 Ha
net charge = 0
highest occupied orbital energy = -9.42 eV
SMILES string = CSCC(=O)O



# 2
2 unconnected molecules or ions with the total composition C3H13N5, computed with ωB97M-V with the def2-TZVPD basis set.

Structure (XYZ):
```
21
Properties=species:S:1:pos:R:3:forces:R:3
N 1.187 0.422 0.109 0.00 0.10 -0.17
N -2.483 -0.560 -0.671 -0.04 -0.29 -0.03
N 0.543 -1.531 -1.019 0.06 0.07 -0.20
N 0.583 -1.416 1.336 -0.24 -0.31 0.62
N -2.087 0.492 0.215 -0.06 0.04 0.32
C 0.931 1.206 -1.081 -0.08 -0.09 -0.25
C 0.766 -0.876 0.194 0.10 -0.29 -0.12
C 1.235 1.181 1.339 0.16 -0.05 0.22
H 1.313 2.210 -0.911 0.02 -0.02 -0.06
H 1.369 0.482 2.159 0.02 0.17 0.03
H 0.545 -2.538 -0.946 0.02 0.17 0.02
H 1.054 -1.196 -1.821 0.05 -0.02 0.03
H -0.140 1.269 -1.298 0.02 0.08 0.01
H 1.454 0.796 -1.947 0.02 0.09 -0.03
H 0.350 -2.402 1.290 0.03 0.08 -0.20
H -1.643 -0.872 -1.154 -0.25 0.06 0.12
H 0.311 1.747 1.496 -0.03 0.01 0.01
H 2.077 1.874 1.298 -0.04 0.04 0.01
H -2.935 0.940 0.553 0.23 -0.03 -0.12
H -1.568 0.140 1.023 -0.20 -0.05 -0.13
H -2.861 -1.365 -0.165 0.21 0.24 -0.07
```
Positions in Å, forces in eV/Å.

Computed properties:
electronic energy = -10771.481 eV
maximum force = 0.014 Eh/bohr
molecular weight = 119.2 g/mol
frontier orbital gap = 0.347 Ha
net charge = 0
highest occupied orbital energy = -8.55 eV
SMILES string = [H]/N=C(\N)N(C)C.NN